[1]
Molecular formula: C31H86F6N11O18S2
Method: DFT, ωB97M-V with the def2-TZVPD basis set

The LUMO energy comes out at 1.76 eV. For the HOMO-LUMO gap, the calculation gives 9.74 eV. The HOMO energy comes out at -7.98 eV. Its total charge is -1.

Geometry as XYZ:
```
154
Properties=species:S:1:pos:R:3:forces:R:3:lowdin_charge:R:1
C 1.292685 1.236426 -1.723439 1.80 0.73 1.57 -0.680
F 0.698809 0.667016 -2.707956 -1.33 -0.63 -1.71 0.166
F 2.545081 0.733414 -1.675300 -0.18 -0.15 0.47 0.110
F 1.447974 2.539907 -1.969168 -0.67 -0.05 0.41 0.146
S 0.326798 0.716640 -0.171729 2.09 -0.15 -0.43 0.655
O -0.945017 1.373901 -0.257596 -0.15 0.03 0.36 -0.296
O 0.390979 -0.723959 -0.401569 -0.48 0.85 0.84 -0.327
N 1.288268 1.289404 1.002001 -1.34 0.31 -2.94 -0.279
S 1.436556 0.704628 2.406000 -0.72 -0.40 1.15 0.498
O 0.722140 -0.505552 2.637587 -0.42 -0.52 0.10 -0.275
O 2.784846 0.799545 2.812794 1.75 0.14 0.61 -0.276
C 0.565113 1.926073 3.498512 -0.84 -1.14 1.87 -0.645
F 0.914407 3.175776 3.416163 0.81 1.08 -0.64 0.160
F -0.750956 1.867560 3.236791 -0.08 -0.18 -0.15 0.100
F 0.724053 1.586979 4.828850 -0.03 -0.14 -1.40 0.092
C -3.070332 4.130747 3.021069 0.61 0.44 0.63 -0.049
C -3.373749 4.685828 4.411684 -0.43 -1.25 -0.14 -0.511
C -2.402373 4.129609 5.468099 -0.52 -0.49 -1.82 -0.035
O -3.313256 6.076583 4.389517 -0.16 1.21 0.01 -0.045
H -3.595251 4.702056 2.264776 -0.27 -0.27 -0.24 0.088
H -3.150626 3.056412 2.933635 -0.57 -0.14 0.01 0.041
H -2.009307 4.292454 2.888063 0.55 0.26 -0.38 0.064
H -4.428459 4.458293 4.667686 0.52 -0.05 0.10 0.143
H -1.425217 4.560397 5.260188 0.12 0.24 0.33 0.079
H -2.286644 3.049938 5.273651 -0.21 0.22 0.68 0.069
H -2.811460 4.399413 6.417681 0.27 -0.15 0.85 0.069
H -2.569363 6.347431 3.844475 0.13 0.04 -0.01 0.090
C -2.028473 4.539368 -4.587447 -0.68 0.86 -1.20 -0.077
C -0.757089 5.182851 -4.080089 -0.66 0.29 -0.53 -0.491
C -0.155083 5.908955 -5.288507 -0.39 0.87 -0.06 -0.074
O -1.140517 6.084085 -2.999508 1.14 -0.50 -0.90 -0.103
H -1.875496 3.881801 -5.496320 -0.13 0.73 1.10 0.093
H -2.723888 5.392349 -4.846380 0.61 -0.92 -0.03 0.101
H -2.522155 4.008184 -3.812319 -0.45 -0.80 0.68 0.050
H -0.077716 4.397081 -3.734247 0.13 0.19 0.28 0.127
H -0.131311 5.250092 -6.190254 0.15 0.44 0.76 0.080
H 0.846321 6.264533 -5.037560 0.01 0.10 -0.29 0.068
H -0.815736 6.800389 -5.533067 0.81 -1.00 0.28 0.099
H -0.326022 6.255870 -2.446224 -0.71 -0.13 -0.34 0.057
C 5.420048 -3.393319 1.694395 -0.25 0.26 -0.27 -0.032
C 4.513133 -3.114489 0.488231 -0.65 1.14 0.22 -0.445
C 3.086023 -2.631185 0.824905 1.17 -0.37 -0.58 -0.043
O 5.057599 -2.118469 -0.408960 -0.85 -1.46 -0.56 -0.075
H 6.093899 -4.202361 1.430110 0.22 -0.07 0.19 0.073
H 4.860071 -3.662698 2.595468 -0.02 -0.06 -0.22 0.077
H 6.015981 -2.513203 1.936789 0.02 0.10 0.08 0.069
H 4.410272 -4.036805 -0.051345 0.07 -0.49 -0.59 0.115
H 2.588242 -3.385650 1.418727 -0.47 -0.07 0.03 0.068
H 2.573729 -2.398633 -0.123317 -0.03 -0.26 0.51 0.062
H 3.182986 -1.717835 1.381191 -0.17 0.54 0.45 0.056
H 5.778515 -1.667057 -0.006584 0.81 0.66 0.63 0.021
C -2.789495 -0.554181 -6.656485 0.22 1.12 1.47 -0.034
C -1.530416 0.286700 -6.295671 -1.27 -0.43 0.12 -0.516
C -0.409018 -0.563533 -5.810785 0.87 -1.09 0.65 -0.078
O -1.277344 1.020268 -7.482678 0.02 0.12 -0.18 -0.051
H -2.486100 -1.293516 -7.377127 -0.02 -0.44 -0.24 0.069
H -3.476997 0.156162 -7.130882 -0.14 -0.39 0.16 0.078
H -3.244689 -1.013856 -5.736991 0.37 0.30 -0.98 0.080
H -1.713216 0.952499 -5.416615 -0.35 0.03 -0.80 0.126
H -0.088590 -1.421603 -6.444352 -0.54 0.52 0.16 0.092
H -0.724016 -0.949104 -4.810224 0.43 0.08 -0.71 0.076
H 0.481786 0.046572 -5.658051 0.15 0.08 0.17 0.069
H -0.382250 1.355957 -7.502910 0.31 0.08 0.20 0.078
C -3.410840 -0.135604 5.101645 0.23 -0.78 -0.97 -0.041
C -4.401760 -1.286997 5.311157 1.61 -0.89 0.90 -0.434
C -4.808796 -2.169925 4.160525 0.96 1.52 -0.36 -0.044
O -3.827286 -2.147188 6.380365 -0.85 0.71 -0.26 -0.086
H -2.385985 -0.574017 4.906050 -1.08 0.70 0.07 0.081
H -3.389812 0.492776 5.979072 0.20 0.02 0.40 0.068
H -3.731852 0.512959 4.270052 0.22 -0.28 0.04 0.061
H -5.336884 -0.923867 5.689478 -0.33 0.40 0.79 0.121
H -3.959917 -2.590086 3.659448 0.61 -0.60 -0.17 0.069
H -5.307080 -1.576500 3.403575 -0.51 -0.01 -0.15 0.073
H -5.423257 -2.900323 4.609862 -0.82 -1.05 -0.03 0.071
H -3.075879 -2.660407 6.053446 -0.29 0.30 -0.36 0.053
C 2.226775 -2.636077 4.873548 2.22 2.28 -1.60 -0.072
C 1.099348 -2.966907 5.746477 -1.92 0.85 0.43 -0.523
C -0.198250 -2.106411 5.520827 1.27 -0.58 1.36 -0.021
O 0.835955 -4.310192 5.530361 0.86 -1.03 -0.98 -0.035
H 3.101229 -3.290105 5.065745 -0.66 0.01 -0.35 0.087
H 2.664619 -1.582349 5.010713 -0.91 -1.24 0.15 0.108
H 1.924029 -2.622288 3.791674 0.38 -0.44 0.89 0.067
H 1.375418 -2.882797 6.772070 0.41 0.55 1.11 0.120
H -0.437686 -2.140996 4.493082 -0.61 -0.22 -1.20 0.032
H -0.035891 -1.037611 5.739859 -0.15 -0.48 0.32 0.084
H -0.992308 -2.576995 6.149722 0.44 0.71 -0.46 0.084
H -0.015012 -4.585351 5.827357 -1.10 -0.43 0.27 0.041
C 4.480685 0.286489 -5.152886 0.10 -0.74 0.05 -0.067
C 5.805295 -0.039372 -4.432491 -0.30 0.39 1.88 -0.495
C 6.085646 -1.549103 -4.320358 -1.29 0.64 -0.41 -0.050
O 6.910431 0.575309 -5.106017 -0.12 0.31 0.08 -0.069
H 4.498257 -0.004342 -6.219599 0.22 -0.08 0.46 0.083
H 4.364970 1.354957 -5.131277 -0.36 0.57 0.05 0.060
H 3.593089 -0.196598 -4.684228 0.65 0.34 -0.12 0.079
H 5.745844 0.380565 -3.364629 0.02 -0.37 -1.32 0.141
H 5.489815 -2.055414 -3.513114 0.67 0.61 -0.72 0.089
H 7.141044 -1.739315 -4.253949 0.39 -0.10 0.34 0.068
H 5.743488 -1.879066 -5.295590 0.07 -0.86 -0.15 0.065
H 6.875492 1.541397 -4.975107 -0.11 -0.72 -0.07 0.096
C -2.597054 -0.283611 -2.613465 -0.12 -0.75 0.05 -0.037
C -3.786705 -1.238341 -2.391134 -0.34 1.44 -0.43 -0.457
C -5.088414 -0.487821 -2.701257 0.26 -0.22 0.17 -0.036
O -3.726040 -2.270968 -3.347355 -1.11 0.18 -0.59 -0.039
H -1.628882 -0.740209 -2.398533 -0.02 -0.18 0.09 0.056
H -2.637662 0.653787 -2.081617 -0.26 0.25 0.37 0.070
H -2.636746 -0.072129 -3.673775 0.15 0.21 -0.30 0.047
H -3.870140 -1.623808 -1.391577 0.25 -0.34 0.50 0.101
H -5.540182 0.008663 -1.841687 0.11 -0.19 0.04 0.073
H -5.776467 -1.183342 -3.159887 -0.39 -0.25 0.19 0.076
H -4.884740 0.247793 -3.453740 0.09 0.62 -0.50 0.064
H -2.973690 -2.807922 -3.198339 1.40 -0.89 0.33 0.037
C -1.278363 -4.248020 1.570732 -1.51 -1.45 1.72 -0.608
O -1.829788 -4.884018 2.514131 1.02 1.10 -1.68 -0.033
N -0.262282 -3.360671 1.749699 -0.52 0.11 -1.73 0.190
N -1.710234 -4.402098 0.271664 0.39 0.47 0.80 0.168
H -0.029331 -3.055448 2.676663 -0.08 0.09 0.04 0.065
H -0.222428 -2.701870 0.960832 0.63 -0.01 1.07 0.082
H -2.430660 -5.073362 0.086507 0.03 -0.07 0.07 0.106
H -1.179360 -4.027169 -0.494844 -0.04 -0.10 -0.36 0.059
C 6.668259 0.685417 1.651469 -1.04 -0.13 0.93 -0.667
O 7.862964 0.833748 1.569047 0.74 0.16 -0.01 0.027
N 6.010275 0.646516 2.900162 -2.21 -0.43 -3.09 0.140
N 5.864091 0.500783 0.535253 -1.23 -0.08 1.74 0.143
H 4.957465 0.397151 2.929814 2.70 0.63 0.51 0.103
H 6.673034 0.624205 3.627728 0.08 -0.21 1.20 0.072
H 6.211087 0.889555 -0.314619 0.05 0.22 -0.35 0.096
H 4.858250 0.594571 0.755627 0.86 -0.01 -0.82 0.104
C 0.058844 5.127000 -0.413855 -1.06 -3.38 1.04 -0.680
O 0.628770 5.983544 -0.996493 0.86 3.76 -2.77 0.052
N 0.688963 4.644546 0.679452 -1.32 -2.53 1.95 0.162
N -1.106412 4.450453 -0.782844 2.30 0.01 2.26 0.187
H 0.368583 3.752817 1.105366 0.54 1.24 -0.41 0.075
H 1.596991 4.965086 0.938909 0.24 0.18 -0.28 0.105
H -1.668808 4.862783 -1.482910 -0.58 -0.03 -0.85 0.063
H -1.170498 3.537077 -0.327137 -0.85 0.57 -0.78 0.068
C 0.306293 -3.636319 -3.143492 -0.44 -0.12 0.40 -0.584
O -0.849919 -3.859066 -2.724454 1.80 0.32 -0.96 -0.013
N 0.957860 -4.447956 -4.123880 -0.81 1.12 0.88 0.123
N 1.099651 -2.609777 -2.659778 -1.36 -0.35 -0.24 0.168
H 1.594834 -3.949619 -4.761712 -0.72 -0.54 0.51 0.098
H 0.301191 -5.108377 -4.535030 0.43 0.33 -0.03 0.095
H 0.711672 -1.919061 -1.991865 0.42 -0.96 -0.51 0.064
H 2.075623 -2.803025 -2.663539 0.62 0.30 0.10 0.086
C -4.075145 -0.217786 0.990518 -1.87 -1.41 0.28 -0.674
O -5.155460 -0.761658 0.778073 0.12 0.66 -0.07 0.017
N -2.926507 -0.936518 0.961509 1.18 0.67 0.20 0.193
N -3.920336 1.076755 1.387093 -0.83 0.75 -0.70 0.176
H -2.977591 -1.890783 0.705730 -0.45 -0.83 -0.27 0.079
H -2.122210 -0.474105 0.588903 0.45 0.28 0.05 0.050
H -3.203816 1.194691 2.032824 1.68 0.30 0.96 0.029
H -4.718892 1.641845 1.641038 -0.24 -0.55 -0.41 0.110
O -1.316902 -6.175501 5.027824 -1.26 1.70 0.18 -0.069
H -1.710254 -5.592232 4.325571 0.57 -0.60 0.52 0.022
H -0.944328 -6.877639 4.532502 0.66 -1.00 -0.71 0.013
```
Forces are in eV/Å.


[2]
Molecular formula: C24H44FeO3P2S
Method: DFT, ωB97M-V with the def2-TZVPD basis set

As for the expectation value of S²: 8.777. The LUMO energy (spin up / spin down) comes out at -2.80 / -4.96 eV. As for the multiplicity: 6. For the HOMO-LUMO gap (spin up / spin down), the calculation gives 7.44 / 5.26 eV. The HOMO energy (spin up / spin down) comes out at -10.24 / -10.22 eV. Its total charge is +1.

Geometry as XYZ:
```
75
Properties=species:S:1:pos:R:3:forces:R:3:lowdin_spin:R:1
Fe 0.052547 -1.699263 -1.064084 0.25 2.20 -1.24 3.856
C -1.617982 -1.239708 0.617580 -0.13 -0.17 0.35 0.177
C -1.333962 -2.612449 0.252888 0.76 0.29 0.77 0.134
C 0.593191 -1.616767 1.126899 -0.70 -1.13 -0.13 0.174
C -0.453661 -0.659429 1.159865 -0.20 -0.06 -0.08 0.136
C 0.043247 -2.889232 0.612233 -0.64 1.52 0.22 0.082
C -2.962489 -0.581701 0.666265 -0.20 0.32 0.02 0.024
H -3.597262 -0.789212 -0.206485 0.17 -0.06 0.31 0.003
H -2.862149 0.518728 0.751567 -0.08 -0.70 -0.11 0.001
H -3.490396 -0.939166 1.570900 0.13 0.14 -0.39 0.011
C -0.368667 0.654163 1.836844 -0.15 0.40 0.06 0.017
H -1.333105 1.175073 1.823347 0.28 -0.18 0.16 0.000
H 0.360119 1.352092 1.413798 0.23 -0.11 -0.07 0.005
H -0.067137 0.471108 2.877107 -0.10 0.16 -0.12 0.007
C 1.959605 -1.310588 1.572634 0.33 0.56 -0.20 0.040
H 2.649579 -2.126142 1.363099 0.08 0.01 0.36 -0.001
H 1.936010 -1.028297 2.641912 0.20 -0.32 -0.36 0.014
H 2.317520 -0.399543 1.037614 0.03 -0.31 0.34 0.010
C 0.918635 -3.955845 0.041291 0.21 -0.13 -0.18 0.052
H 1.071241 -4.786306 0.731148 0.03 -0.13 -0.12 0.014
H 1.911830 -3.510832 -0.171183 -0.32 -0.46 0.01 0.008
H 0.475372 -4.346382 -0.895361 0.31 -0.14 0.35 0.007
C -2.285358 -3.439133 -0.523932 -0.45 -0.22 -0.20 0.038
H -2.783570 -4.208303 0.087611 0.21 0.17 -0.25 0.012
H -1.754093 -3.926217 -1.351713 -0.33 -0.23 0.04 0.008
H -3.059663 -2.772578 -0.941187 0.24 -0.49 0.07 0.001
C -0.284891 2.625026 -1.945839 -1.13 -1.69 0.41 0.000
C -1.563902 2.182738 -2.129331 0.95 -1.02 0.98 0.002
C -1.996989 0.740785 -2.534833 -0.41 0.44 -1.52 0.006
C -1.070105 -0.151849 -3.440669 -1.43 -0.73 0.04 0.014
C 0.139400 -0.932441 -3.023264 0.70 -0.56 1.90 0.069
C 1.469204 -0.272731 -3.487222 -1.25 -1.13 1.93 0.015
C 1.772521 0.988477 -2.569195 0.84 -0.93 -1.12 0.012
C 0.960010 2.260728 -2.728621 0.83 1.18 0.25 0.001
H -2.922120 0.863642 -3.161463 0.54 -0.23 0.52 0.000
H -0.750778 0.558876 -4.227533 -0.34 -0.97 0.80 0.000
H -2.347377 0.152678 -1.645648 0.51 0.77 -0.51 0.002
H 0.819229 2.535197 -3.797116 0.18 -0.10 0.98 0.000
H -0.067107 3.145710 -1.001697 -0.25 1.03 -0.94 0.000
H -2.393049 2.765777 -1.679819 0.62 -0.59 0.22 0.000
H 1.672028 2.982059 -2.305561 0.02 0.11 -0.37 0.000
H 1.688945 0.699574 -1.511148 0.18 -0.40 -0.36 0.005
H 2.204739 -1.034938 -3.224739 0.59 0.10 -0.03 0.002
H 2.866017 1.175149 -2.717988 -0.85 0.38 0.24 0.001
H -1.741210 -0.890171 -3.911687 -0.17 0.34 0.01 0.001
H 0.085923 -2.040450 -3.239747 -0.03 0.72 -0.88 0.028
P -0.589784 1.974417 -5.332204 -0.47 1.73 -0.06 0.002
C -0.481558 3.722400 -5.856314 -0.13 0.17 -0.75 0.001
C -1.809757 1.257123 -6.462450 -0.08 0.15 -0.62 0.000
P 1.621508 -0.255757 -5.303194 -0.10 2.19 -0.15 0.002
C 1.016676 1.351188 -5.991106 0.49 0.08 -0.74 0.001
C 0.706996 -1.612257 -6.047078 0.15 -0.55 0.16 0.001
C 3.405849 -0.386317 -5.595858 -0.08 0.09 -0.88 0.000
H 0.493432 4.152663 -5.571549 -0.43 -0.14 -0.11 0.000
H -1.281758 4.306204 -5.367075 0.37 -0.32 -0.19 0.000
H -0.619132 3.771029 -6.951117 0.19 0.35 0.35 0.000
H -1.597437 1.594230 -7.483703 -0.28 -0.24 -0.02 0.000
H -2.800568 1.621373 -6.154799 0.24 -0.14 -0.16 0.000
H -1.808588 0.160859 -6.418852 -0.03 0.25 0.00 0.000
H 3.694259 -0.107272 -6.634837 -0.32 -0.23 0.68 0.000
H 3.690147 -1.426801 -5.419794 0.16 0.14 0.08 0.000
H 3.927058 0.285725 -4.901928 -0.18 -0.22 -0.08 0.000
H 1.751920 2.143056 -5.742899 -0.15 -0.57 0.11 0.000
H 0.941717 1.391034 -7.097011 0.34 -0.58 0.38 0.000
H 1.286030 -2.527609 -5.840291 -0.39 0.16 -0.09 0.000
H 0.576681 -1.516083 -7.124348 0.32 0.21 -0.02 0.000
H -0.297708 -1.693542 -5.619310 0.30 0.05 0.13 0.000
C 4.278543 3.092959 1.596844 -0.29 0.24 0.09 0.000
S 3.017949 2.641217 0.403955 0.29 0.48 -0.04 0.000
O 3.338245 3.417728 -0.800773 -0.35 -0.52 0.48 0.000
O 3.205009 1.186195 0.214059 -0.29 0.15 -0.02 0.002
O 1.714455 2.974288 1.005890 0.54 -0.32 -0.37 0.001
H 4.228384 4.177599 1.768942 -0.03 -0.39 -0.08 0.000
H 5.247572 2.827277 1.175318 -0.10 0.00 0.02 0.000
H 4.101469 2.551567 2.532445 0.02 0.11 -0.24 0.000
```
Forces are in eV/Å.


[3]
Molecular formula: C2H5NOS
Method: DFT, ωB97M-V with the def2-TZVPD basis set

The LUMO energy comes out at 0.72 eV. For the HOMO-LUMO gap, the calculation gives 10.55 eV. The HOMO energy comes out at -9.83 eV. As for the energy above the lowest of the compared OMol25 structures with the same formula, charge and spin: 24.03 kcal per mole.

Geometry as XYZ:
```
10
Properties=species:S:1:pos:R:3:forces:R:3:lowdin_charge:R:1
C 0.839650 -0.344131 -1.403477 1.05 2.84 -0.06 -0.394
S 1.298329 0.059594 0.316712 -1.59 -0.61 0.30 0.850
N -0.180969 -0.256363 1.197677 3.40 -1.21 -0.67 -0.295
C -1.119955 0.649927 1.219024 -1.71 1.67 -0.85 -0.509
O -2.243715 0.470524 1.616732 -0.36 0.21 0.45 0.028
H 0.031220 0.279218 -1.860281 0.38 -0.56 0.82 0.054
H 1.778702 0.107672 -1.851498 -0.84 -1.11 -0.08 0.041
H 0.695648 -1.377396 -1.562703 0.08 -1.03 -0.30 0.010
H -0.354012 -1.142363 1.620740 0.00 -0.62 0.14 0.101
H -0.744897 1.553317 0.707074 -0.41 0.42 0.25 0.113
```
Forces are in eV/Å.


[4]
Molecular formula: C6H6S
Method: DFT, ωB97M-V with the def2-TZVPD basis set

As for the expectation value of S²: 2.006. The LUMO energy (spin up / spin down) comes out at 1.03 / -2.29 eV. As for the multiplicity: 3. For the HOMO-LUMO gap (spin up / spin down), the calculation gives 7.74 / 6.59 eV. The HOMO energy (spin up / spin down) comes out at -6.70 / -8.88 eV. As for the energy above the lowest of the compared OMol25 structures with the same formula, charge and spin: 7.01 kcal per mole.

Geometry as XYZ:
```
13
Properties=species:S:1:pos:R:3:forces:R:3:lowdin_spin:R:1
C -0.363742 -0.170343 -1.003470 -0.79 0.51 -1.44 0.008
C -1.029493 1.090646 -0.434477 -0.82 -0.56 0.12 0.006
C 0.648293 -0.646553 -0.006604 3.94 -1.26 -2.55 0.105
C 1.870282 0.117727 0.393401 -1.03 -4.17 4.16 0.660
C -0.729294 -0.818768 0.276308 -4.20 0.90 2.88 0.031
C -1.529001 0.500112 0.686330 3.24 -0.86 -3.74 0.014
S 2.565833 1.472946 -0.075861 0.88 2.10 -0.77 1.080
H -0.600282 -0.550106 -2.033183 0.62 0.26 1.26 0.002
H -1.054257 2.085043 -0.881662 -0.06 -0.16 0.38 0.000
H 0.927943 -1.722311 -0.278046 0.28 1.34 0.12 0.022
H 2.317728 -0.432610 1.392701 -0.60 1.66 -2.35 0.070
H -1.058784 -1.822774 0.439218 -0.44 -0.34 -0.02 0.001
H -1.965226 0.896992 1.525344 -1.02 0.58 1.97 0.001
```
Forces are in eV/Å.